No. 1
The following is a DFT calculation (the ωB97M-V functional and the def2-TZVPD basis) of an isolated molecule of CH2N2OS2 in a non-equilibrium geometry.

Kohn-Sham gap (eV): 9.03
ΔE to the lowest compared entry with this formula, charge and spin (kcal/mol): 34.6
HOMO level (eV): -9.27

Structure (XYZ):
```
8
Properties=species:S:1:pos:R:3:lowdin_charge:R:1
S 1.78 -1.21 -0.22 0.60
S 1.87 0.77 0.32 0.65
O 1.86 1.64 -0.80 -0.51
N -1.41 -0.85 -0.58 0.12
N 0.46 -0.25 0.57 -0.60
C -0.85 -0.12 0.25 -0.44
H -1.35 0.75 0.87 0.16
H -2.36 -0.72 -0.40 0.02
```

No. 2
The following is a DFT calculation (the ωB97M-V functional and the def2-TZVPD basis) of a cluster of 2 separate species, C8H14 in total in a non-equilibrium geometry.

Kohn-Sham gap (eV): 2.55
ΔE to the lowest compared entry with this formula, charge and spin (kcal/mol): 252.5
HOMO level (eV): -5.21

Structure (XYZ):
```
22
Properties=species:S:1:pos:R:3:lowdin_charge:R:1
C 0.34 -0.11 -0.11 -0.13
C 3.18 0.06 0.64 -0.10
C -0.96 -0.04 -0.80 -0.09
C -3.24 -0.89 -1.37 -0.06
C -2.19 -0.44 -0.34 -0.34
C -2.36 -0.02 2.20 -0.02
C 3.71 1.15 -0.28 -0.16
C -2.68 -0.30 0.95 -0.01
H -3.01 -0.05 3.08 0.05
H 2.60 0.94 -0.53 0.06
H 3.77 -0.84 0.45 0.04
H -1.32 0.23 2.40 0.06
H 0.42 -0.86 0.67 0.08
H 3.83 2.21 -0.06 0.06
H 1.10 -0.43 -0.83 0.06
H 0.67 0.87 0.25 0.07
H -2.82 -1.73 -1.94 0.08
H -4.12 -1.28 -0.88 0.06
H 3.35 0.40 1.66 0.04
H -1.01 0.20 -1.87 0.11
H -3.44 -0.06 -2.06 0.08
H 4.18 0.99 -1.25 0.06
```

No. 3
The following is a DFT calculation (the ωB97M-V functional and the def2-TZVPD basis) of an isolated molecule of C12H14F6N2O6 in a non-equilibrium geometry.

Kohn-Sham gap (eV): 11.50
HOMO level (eV): -11.07
SMILES: CC(C)(OC(=O)NC(=O)C(F)(F)F)C(C)(C)OC(=O)NC(=O)C(F)(F)F

Structure (XYZ):
```
40
Properties=species:S:1:pos:R:3:lowdin_charge:R:1
F 3.10 -0.82 1.04 0.15
F 2.63 -2.87 1.44 0.18
F 1.04 -1.47 1.09 0.16
F -3.29 -0.26 -1.64 0.16
F -4.38 0.71 -0.03 0.16
F -4.95 -1.24 -0.71 0.16
O -1.88 1.48 -0.27 0.13
O 2.42 -3.32 -1.14 0.16
O 1.62 0.67 -0.53 0.07
O -0.22 0.97 1.19 0.05
O -3.26 -2.23 1.01 0.16
O 2.73 0.93 -2.49 0.14
N 2.38 -1.14 -1.69 0.22
N -1.85 -0.47 0.94 0.23
C -0.20 3.42 1.23 0.00
C 2.27 0.27 -1.60 -0.52
C 0.62 2.70 -1.46 0.01
C 0.62 2.14 1.07 -0.41
C 2.75 2.80 -0.19 0.00
C -2.97 -1.15 0.57 -0.33
C 1.40 2.10 -0.30 -0.39
C -3.90 -0.46 -0.47 -0.56
C -1.35 0.77 0.53 -0.50
C 1.56 1.98 2.27 0.00
C 2.27 -1.82 0.70 -0.54
C 2.35 -2.17 -0.81 -0.35
H 0.51 3.77 -1.31 0.10
H 2.59 -1.43 -2.64 0.18
H 1.17 2.55 -2.39 0.09
H 2.21 1.13 2.14 0.08
H -0.64 3.43 2.22 0.10
H 2.15 2.88 2.42 0.09
H 3.20 2.87 -1.18 0.09
H 2.62 3.81 0.20 0.10
H 0.45 4.29 1.13 0.10
H -0.37 2.26 -1.57 0.08
H -1.26 -0.97 1.61 0.16
H -1.00 3.48 0.50 0.08
H 0.95 1.82 3.16 0.10
H 3.43 2.26 0.46 0.10
```

No. 4
The following is a DFT calculation (the ωB97M-V functional and the def2-TZVPD basis) of an isolated molecule of C4H9NO.

Kohn-Sham gap (eV): 10.04
ΔE to the lowest compared entry with this formula, charge and spin (kcal/mol): 51.9
HOMO level (eV): -9.15
SMILES: CC/N=C\CO

Structure (XYZ):
```
15
Properties=species:S:1:pos:R:3:lowdin_charge:R:1
O 2.10 0.09 -0.90 -0.07
N -0.41 0.31 0.73 0.02
C -0.86 -0.34 -0.48 -0.30
C -2.30 0.11 -0.60 -0.12
C 2.06 -0.11 0.50 -0.24
C 0.76 0.18 1.18 -0.17
H -2.76 -0.14 0.36 0.07
H 0.83 0.31 2.26 0.11
H -2.35 1.19 -0.71 0.07
H -2.84 -0.39 -1.41 0.07
H 1.71 0.95 -1.08 0.09
H -0.24 -0.26 -1.38 0.10
H 2.76 0.57 1.02 0.11
H 2.39 -1.13 0.69 0.13
H -0.84 -1.40 -0.21 0.12
```

No. 5
The following is a DFT calculation (the ωB97M-V functional and the def2-TZVPD basis) of a structure of composition C42H52N9O2S2Y in a non-equilibrium geometry.

Kohn-Sham gap (eV): 7.01
HOMO level (eV): -7.76

Structure (XYZ):
```
108
Properties=species:S:1:pos:R:3:lowdin_charge:R:1
Y 0.44 0.18 -0.51 1.31
S 2.52 1.69 -1.70 0.56
S 2.19 1.66 1.72 0.58
O -1.91 0.03 3.31 -0.02
O 2.64 -3.73 -0.50 0.07
N 2.23 2.93 4.16 -0.16
N 0.09 3.04 -2.11 -0.02
N -1.52 0.18 1.02 0.02
N 0.56 1.53 3.89 0.03
N 0.26 -1.72 1.08 0.08
N -0.50 1.83 -1.97 -0.13
N 1.95 4.23 -2.23 0.07
N -1.51 -0.70 -1.85 0.05
N 1.88 -1.65 -1.01 -0.04
C -3.93 2.85 0.02 -0.06
C 1.45 3.05 5.39 -0.12
C -1.61 1.62 -2.56 -0.09
C 4.12 -1.43 -1.93 -0.14
C 0.84 -2.58 -3.55 -0.39
C 4.96 -1.63 -3.01 -0.05
C -3.48 0.09 -3.07 0.00
C -1.52 3.16 2.33 -0.04
C -5.09 0.77 0.31 -0.05
C 4.83 -0.95 -0.64 -0.33
C 5.66 0.32 -0.74 -0.09
C 3.14 -2.32 -4.42 -0.03
C 1.97 -2.76 -0.25 -0.50
C 1.06 -2.83 0.96 -0.17
C 1.66 2.03 3.33 -0.74
C 5.75 -2.16 -0.21 -0.04
C -3.97 0.12 0.81 -0.10
C 0.43 -3.58 3.08 -0.02
C -1.44 4.45 0.14 -0.08
C -2.74 2.25 0.44 -0.16
C 1.07 -3.81 1.87 0.01
C -5.17 -2.15 0.47 -0.09
C -2.77 0.87 0.81 -0.15
C 2.27 -2.19 -3.35 -0.15
C -2.18 0.29 -2.55 -0.23
C -5.08 2.12 -0.06 -0.09
C 0.27 2.14 5.16 -0.14
C -0.34 -2.45 3.27 0.00
C 2.78 -1.76 -2.14 -0.21
C 0.56 -4.03 -3.77 -0.07
C -2.12 -1.87 -1.64 -0.12
C 1.41 3.06 -1.97 -0.86
C -4.36 -1.59 2.82 -0.04
C 4.47 -1.98 -4.26 -0.08
C -4.05 -1.14 -2.84 -0.07
C 3.39 3.71 3.91 -0.04
C -1.41 -0.35 2.24 -0.52
C -1.51 3.06 0.76 -0.37
C 0.13 -1.81 -4.71 -0.06
C -3.39 -2.10 -2.10 -0.07
C -4.11 -1.37 1.28 -0.30
C -0.43 -1.55 2.24 -0.17
H 1.31 5.05 -2.15 0.13
H 1.13 -4.43 -4.63 0.09
H -6.02 2.58 -0.40 0.11
H 1.02 4.08 5.60 0.15
H -1.57 -2.58 -1.05 0.12
H -1.68 2.18 2.87 0.07
H 6.03 -1.43 -2.99 0.11
H -3.12 -1.81 1.00 0.11
H 4.07 -0.84 0.08 0.09
H 2.02 2.80 6.23 0.10
H 1.65 -4.70 1.67 0.12
H 2.86 -2.76 -5.38 0.12
H -0.59 3.68 2.77 0.10
H 5.14 -2.08 -5.11 0.10
H 0.59 -1.98 -5.66 0.06
H -3.76 -0.99 3.48 0.05
H 6.53 0.36 -1.35 0.06
H 0.37 -2.32 -2.61 0.08
H -0.65 2.55 0.41 0.05
H -6.18 -2.08 0.86 0.08
H 6.57 -2.20 -0.93 0.07
H -3.94 -3.01 -1.86 0.12
H -2.37 3.86 2.55 0.09
H 3.69 3.37 2.92 0.04
H -0.92 -2.12 -4.84 0.07
H 3.08 4.76 4.00 0.10
H -4.98 -3.19 0.40 0.07
H 5.10 1.15 -1.18 0.01
H -0.54 4.95 0.29 0.05
H -6.02 0.24 0.18 0.10
H -0.53 -4.22 -3.86 0.08
H -0.95 -2.28 4.12 0.11
H -4.09 -2.60 3.03 0.07
H 0.08 -0.71 -4.56 0.08
H 6.08 -1.98 0.82 0.08
H -4.03 0.86 -3.63 0.13
H -5.01 -1.39 -3.27 0.12
H 0.12 0.67 3.61 0.09
H -3.85 3.89 -0.39 0.13
H -0.62 2.76 5.16 0.11
H 2.90 4.40 -1.97 0.08
H 5.13 -3.00 -0.23 0.04
H -2.08 2.33 -3.23 0.14
H -2.16 5.03 0.72 0.08
H 4.12 3.43 4.67 0.09
H -1.66 4.46 -0.90 0.05
H -5.21 -1.69 -0.51 0.04
H 6.04 0.75 0.19 0.08
H 0.39 -4.34 3.83 0.11
H -5.40 -1.38 3.02 0.08
H 0.13 1.40 5.95 0.13
H 0.92 -4.58 -2.91 0.07
```

No. 6
The following is a DFT calculation (the ωB97M-V functional and the def2-TZVPD basis) of a structure of composition C17H19BN6O3Sr in a non-equilibrium geometry.

Kohn-Sham gap (alpha / beta) (eV): 4.61 / 4.70
HOMO level (alpha / beta) (eV): -14.01 / -14.00
Charge: +2

Structure (XYZ):
```
47
Properties=species:S:1:pos:R:3:lowdin_charge:R:1
Sr -0.86 0.44 -1.23 1.61
O -2.22 1.88 0.19 -0.20
O -0.41 1.37 1.43 -0.06
O -0.29 2.52 3.84 0.20
N -0.87 -1.94 -0.40 -0.12
N 2.12 -3.20 -0.37 0.03
N 0.85 -1.15 -2.54 -0.08
N 2.18 -1.95 0.16 0.16
N -0.41 -3.22 -0.71 -0.03
N 1.09 -2.52 -2.62 -0.04
C 1.14 -0.64 -3.76 -0.15
C 3.20 -1.92 1.03 -0.06
C -2.37 -3.46 0.33 -0.04
C -1.81 3.22 2.12 -0.03
C -1.49 4.56 4.15 0.09
C -1.34 -4.13 -0.33 -0.05
C 3.11 -3.97 0.16 0.07
C -2.91 5.37 2.36 0.05
C 1.42 -2.85 -3.89 -0.05
C 1.48 -1.68 -4.65 -0.04
C -1.47 2.08 1.22 -0.55
C -2.65 4.21 1.63 0.05
C -2.32 5.54 3.62 0.01
C 0.74 2.59 -1.71 -0.09
C -2.02 -2.10 0.29 -0.15
C 3.82 -3.18 1.07 0.09
C -1.20 3.40 3.39 -0.16
B 0.96 -3.48 -1.40 -0.46
H 1.11 0.44 -3.94 0.10
H 4.67 -3.46 1.67 0.13
H -3.24 -3.90 0.77 0.10
H -3.55 6.13 1.92 0.14
H 1.74 -1.59 -5.68 0.10
H -1.05 4.68 5.14 0.15
H -2.52 6.46 4.18 0.14
H -1.21 -5.17 -0.58 0.13
H -2.54 -1.25 0.74 0.11
H 3.45 -1.02 1.58 0.13
H 3.23 -5.01 -0.14 0.16
H -3.09 4.05 0.65 0.14
H -0.37 2.42 -1.75 -0.04
H 1.38 1.77 -1.31 0.04
H 0.90 3.47 -1.07 0.06
H 1.10 2.84 -2.72 0.06
H -0.13 1.88 3.08 0.11
H 1.58 -3.88 -4.16 0.13
H 1.06 -4.62 -1.75 0.12
```

Copy entry 1 word for word.
The following is a DFT calculation (the ωB97M-V functional and the def2-TZVPD basis) of an isolated molecule of CH2N2OS2 in a non-equilibrium geometry.

Kohn-Sham gap (eV): 9.03
ΔE to the lowest compared entry with this formula, charge and spin (kcal/mol): 34.6
HOMO level (eV): -9.27

Structure (XYZ):
```
8
Properties=species:S:1:pos:R:3:lowdin_charge:R:1
S 1.78 -1.21 -0.22 0.60
S 1.87 0.77 0.32 0.65
O 1.86 1.64 -0.80 -0.51
N -1.41 -0.85 -0.58 0.12
N 0.46 -0.25 0.57 -0.60
C -0.85 -0.12 0.25 -0.44
H -1.35 0.75 0.87 0.16
H -2.36 -0.72 -0.40 0.02
```

Repeat the sixth record exactly.
The following is a DFT calculation (the ωB97M-V functional and the def2-TZVPD basis) of a structure of composition C17H19BN6O3Sr in a non-equilibrium geometry.

Kohn-Sham gap (alpha / beta) (eV): 4.61 / 4.70
HOMO level (alpha / beta) (eV): -14.01 / -14.00
Charge: +2

Structure (XYZ):
```
47
Properties=species:S:1:pos:R:3:lowdin_charge:R:1
Sr -0.86 0.44 -1.23 1.61
O -2.22 1.88 0.19 -0.20
O -0.41 1.37 1.43 -0.06
O -0.29 2.52 3.84 0.20
N -0.87 -1.94 -0.40 -0.12
N 2.12 -3.20 -0.37 0.03
N 0.85 -1.15 -2.54 -0.08
N 2.18 -1.95 0.16 0.16
N -0.41 -3.22 -0.71 -0.03
N 1.09 -2.52 -2.62 -0.04
C 1.14 -0.64 -3.76 -0.15
C 3.20 -1.92 1.03 -0.06
C -2.37 -3.46 0.33 -0.04
C -1.81 3.22 2.12 -0.03
C -1.49 4.56 4.15 0.09
C -1.34 -4.13 -0.33 -0.05
C 3.11 -3.97 0.16 0.07
C -2.91 5.37 2.36 0.05
C 1.42 -2.85 -3.89 -0.05
C 1.48 -1.68 -4.65 -0.04
C -1.47 2.08 1.22 -0.55
C -2.65 4.21 1.63 0.05
C -2.32 5.54 3.62 0.01
C 0.74 2.59 -1.71 -0.09
C -2.02 -2.10 0.29 -0.15
C 3.82 -3.18 1.07 0.09
C -1.20 3.40 3.39 -0.16
B 0.96 -3.48 -1.40 -0.46
H 1.11 0.44 -3.94 0.10
H 4.67 -3.46 1.67 0.13
H -3.24 -3.90 0.77 0.10
H -3.55 6.13 1.92 0.14
H 1.74 -1.59 -5.68 0.10
H -1.05 4.68 5.14 0.15
H -2.52 6.46 4.18 0.14
H -1.21 -5.17 -0.58 0.13
H -2.54 -1.25 0.74 0.11
H 3.45 -1.02 1.58 0.13
H 3.23 -5.01 -0.14 0.16
H -3.09 4.05 0.65 0.14
H -0.37 2.42 -1.75 -0.04
H 1.38 1.77 -1.31 0.04
H 0.90 3.47 -1.07 0.06
H 1.10 2.84 -2.72 0.06
H -0.13 1.88 3.08 0.11
H 1.58 -3.88 -4.16 0.13
H 1.06 -4.62 -1.75 0.12
```